ORCA calculation (ωB97M-V/def2-TZVPD) on C26H34BN8OS4Sc as an isolated structure.

```
! RIJCOSX wB97M-V def2-TZVPD def2/J DEFGRID3
* xyz 0 1
Sc -1.064 -0.792 -1.231
C 2.628 -2.692 -0.499
C 1.690 -2.113 0.523
C 2.086 -1.508 1.796
C 0.917 -1.174 2.430
C 0.742 -0.456 3.757
N -0.128 -1.430 1.569
N 0.370 -1.972 0.391
B -1.640 -1.263 1.970
N -2.166 0.163 1.610
N -1.838 0.665 0.351
C -2.357 1.903 0.219
C -2.089 2.832 -0.956
C -3.089 2.217 1.327
C -3.020 1.073 2.171
C -3.889 0.761 3.323
N -2.385 -2.351 1.080
N -2.620 -2.069 -0.265
C -3.801 -2.656 -0.638
C -4.325 -2.732 -2.063
C -4.279 -3.314 0.466
C -3.353 -3.186 1.513
C -3.332 -3.835 2.856
H 3.576 -2.164 -0.575
H 2.864 -3.777 -0.290
H 2.129 -2.622 -1.509
H 3.015 -1.588 2.371
H 1.397 0.437 3.825
H -0.315 -0.173 3.991
H 0.997 -1.184 4.519
H -1.825 -1.470 3.181
H -2.972 3.006 -1.590
H -1.791 3.765 -0.484
H -1.261 2.425 -1.514
H -3.627 3.117 1.550
H -4.773 1.449 3.272
H -4.205 -0.289 3.292
H -3.364 0.861 4.272
H -4.495 -1.747 -2.496
H -3.664 -3.296 -2.731
H -5.351 -3.114 -1.935
H -5.081 -4.052 0.571
H -3.897 -4.767 2.762
H -2.348 -3.916 3.308
H -3.881 -3.130 3.471
S -2.605 -0.039 -3.116
S -1.970 -0.771 -4.910
S -0.659 -2.326 -4.787
S -0.061 -2.661 -2.866
C 4.630 2.867 -2.458
N 3.531 1.866 -2.457
N 2.377 1.860 -1.693
C 1.523 0.881 -2.194
O 0.370 0.560 -1.714
C 2.181 0.344 -3.295
C 3.438 0.884 -3.364
C 4.533 0.612 -4.314
C 2.447 2.350 -0.354
C 3.613 2.144 0.456
C 3.657 2.708 1.734
C 2.594 3.389 2.286
C 1.399 3.393 1.534
C 1.339 2.990 0.229
H 5.582 2.349 -2.351
H 4.409 3.582 -1.664
H 4.626 3.425 -3.409
H 1.868 -0.506 -3.897
H 4.182 -0.274 -4.890
H 5.488 0.262 -3.911
H 4.721 1.498 -5.043
H 4.377 1.448 0.221
H 4.565 2.558 2.332
H 2.726 3.882 3.265
H 0.509 3.780 2.061
H 0.426 3.107 -0.395
*
```

## Properties
HOMO level in eV: -5.5
Maximum force in eV Å⁻¹: 2.93
LUMO energy in hartree: 0.006
Calculated total energy in a.u.: -3902.97359
Orbital gap in eV: 5.61

ORCA calculation (ωB97M-V/def2-TZVPD) on C26H34BrN2PtSSi as an isolated structure.

```
! RIJCOSX wB97M-V def2-TZVPD def2/J DEFGRID3
* xyz 3 1
Pt 1.946 -0.402 -1.405
C 1.164 -0.828 0.384
Si 0.169 0.614 0.985
C 0.511 1.972 -0.238
N 0.691 1.245 -1.535
C 1.459 2.107 -2.502
C 0.801 3.463 -2.771
C -0.728 3.351 -2.898
C -1.118 1.916 -3.231
C -0.655 0.923 -2.162
C -1.635 0.179 1.282
C -2.673 1.140 1.413
C -3.929 0.762 1.797
C -4.237 -0.595 2.170
C -3.299 -1.571 2.073
C -1.985 -1.236 1.561
C 0.132 0.960 2.823
C 0.464 -0.065 3.740
C 0.574 0.220 5.086
C 0.276 1.508 5.545
C -0.108 2.523 4.656
C -0.224 2.242 3.314
H 0.509 -1.699 0.237
H 1.971 -1.165 1.038
H 1.444 2.477 0.022
H -0.255 2.742 -0.356
H 1.537 1.520 -3.420
H 2.460 2.236 -2.092
H 1.237 3.841 -3.696
H 1.079 4.177 -1.996
H -1.098 4.027 -3.665
H -1.217 3.664 -1.971
H -0.697 1.630 -4.197
H -2.200 1.820 -3.335
H -0.569 -0.077 -2.596
H -1.377 0.883 -1.341
H -2.465 2.185 1.221
H -4.719 1.502 1.863
H -5.224 -0.816 2.558
H -3.510 -2.578 2.408
H -1.174 -1.954 1.675
H 0.684 -1.067 3.382
H 0.880 -0.545 5.788
H 0.317 1.720 6.606
H -0.317 3.515 5.033
H -0.538 3.025 2.631
Br 7.263 -4.389 -2.154
C 5.781 -3.288 -1.979
C 5.902 -2.028 -1.402
C 4.780 -1.242 -1.287
N 3.566 -1.640 -1.728
C 3.459 -2.868 -2.280
C 4.534 -3.711 -2.425
H 6.857 -1.666 -1.047
H 4.836 -0.259 -0.845
H 2.477 -3.155 -2.627
H 4.407 -4.683 -2.879
C -3.830 -1.337 -0.863
S -2.175 -1.876 -0.455
C -2.409 -3.652 -0.263
H -4.562 -1.783 -0.196
H -4.029 -1.666 -1.886
H -3.868 -0.248 -0.826
H -2.733 -4.035 -1.232
H -3.163 -3.872 0.487
H -1.450 -4.095 0.004
*
```

## Properties
HOMO level in eV: -16.4
Energy relative to the best compared isomer or geometry (same formula, charge and spin) in kJ/mol: 19.4
Maximum force in eV Å⁻¹: 2.29
LUMO energy in hartree: -0.427
Calculated total energy in a.u.: -4500.60668
Orbital gap in eV: 4.81

ORCA calculation (ωB97M-V/def2-TZVPD) on C26H34CaCl4N2O6S as an isolated structure.

```
! RIJCOSX wB97M-V def2-TZVPD def2/J DEFGRID3
* xyz 0 1
Ca 0.382 0.331 -0.402
C -1.398 -2.953 2.379
O -1.646 -1.743 1.691
C -2.390 -0.824 2.452
C -2.431 0.470 1.674
O -1.124 0.999 1.496
C -0.587 1.728 2.598
C 0.831 1.274 2.852
O 1.537 1.421 1.641
C 2.956 1.376 1.772
H -2.335 -3.461 2.633
H -0.807 -3.583 1.717
H -0.832 -2.772 3.301
H -3.410 -1.188 2.630
H -1.916 -0.667 3.433
H -2.814 0.274 0.674
H -3.077 1.205 2.161
H -0.593 2.792 2.346
H -1.191 1.569 3.494
H 1.273 1.899 3.636
H 0.852 0.229 3.189
H 3.291 2.148 2.469
H 3.285 0.394 2.122
H 3.367 1.591 0.789
Cl 5.008 -5.611 -1.032
C 3.933 -4.265 -1.256
C 3.318 -3.692 -0.156
C 2.464 -2.631 -0.378
Cl 1.685 -1.896 1.005
C 2.147 -2.076 -1.638
O 1.317 -1.109 -1.794
C 2.832 -2.712 -2.706
Cl 2.548 -2.112 -4.304
C 3.695 -3.776 -2.530
H 3.501 -4.061 0.842
H 4.181 -4.222 -3.386
C -0.977 -2.942 -3.092
S -1.158 -2.825 -1.305
C -2.671 -3.787 -1.104
H -0.728 -3.956 -3.401
H -0.168 -2.267 -3.365
H -1.893 -2.617 -3.588
H -3.470 -3.394 -1.734
H -2.977 -3.702 -0.062
H -2.511 -4.839 -1.341
C -1.668 3.876 -3.985
C -2.005 2.614 -3.266
C -3.193 1.927 -3.102
C -2.889 0.835 -2.267
N -1.599 0.851 -1.944
N -1.086 1.927 -2.573
C -3.798 -0.243 -1.776
H -2.340 4.029 -4.827
H -0.645 3.846 -4.359
H -1.757 4.732 -3.313
H -4.150 2.173 -3.532
H -0.117 2.186 -2.386
H -4.579 0.163 -1.129
H -3.222 -0.988 -1.229
H -4.296 -0.737 -2.612
Cl -2.231 7.863 -0.513
C -1.073 6.569 -0.592
C 0.252 6.853 -0.892
C 1.165 5.813 -0.952
C 0.764 4.499 -0.740
C -0.568 4.239 -0.438
C -1.492 5.271 -0.353
C 1.786 3.373 -0.828
O 2.962 3.633 -0.626
O 1.300 2.217 -1.112
H 0.556 7.875 -1.070
H 2.210 6.002 -1.163
H -0.892 3.221 -0.259
H -2.529 5.074 -0.112
*
```

## Properties
HOMO level in eV: -7.5
Energy relative to the best compared isomer or geometry (same formula, charge and spin) in kJ/mol: 73.4
Maximum force in eV Å⁻¹: 0.41
LUMO energy in hartree: 0.008
Calculated total energy in a.u.: -4488.82289
Orbital gap in eV: 7.68